Record 1
This record from OMol25 describes a molecular structure, C53H33AsF5INO4PReSe. The level of theory is ωB97M-V/def2-TZVPD.

As for the LUMO energy (spin up / spin down): -0.6 / -0.8 eV. The expectation value of S² is 0.806. For the HOMO energy (spin up / spin down), the calculation gives -7.485 / -7.207 eV. The calculation puts the electronic energy at -8248.9373 a.u.

```
! RIJCOSX wB97M-V def2-TZVPD def2/J DEFGRID3
* xyz 0 2
Re -0.309 0.439 -0.094
C 2.409 -0.229 5.476
C 3.331 -0.851 4.638
C 3.093 -0.923 3.277
C 1.920 -0.392 2.730
C 1.020 0.244 3.572
C 1.262 0.329 4.941
P 1.637 -0.400 0.915
C 3.239 0.352 0.467
C 3.339 1.742 0.477
C 4.548 2.359 0.182
C 5.665 1.589 -0.119
C 5.570 0.204 -0.124
C 4.360 -0.413 0.165
C 1.775 -2.153 0.390
C 1.651 -3.116 1.357
C 1.587 -4.493 1.044
C 1.631 -4.893 -0.252
C 1.740 -3.945 -1.302
C 1.743 -4.388 -2.647
C 1.810 -3.497 -3.675
C 1.907 -2.120 -3.401
C 1.945 -1.685 -2.112
C 1.827 -2.559 -0.996
H 2.597 -0.172 6.541
H 4.242 -1.270 5.049
H 3.827 -1.393 2.633
H 0.145 0.705 3.146
H 0.546 0.830 5.581
H 2.463 2.342 0.704
H 4.618 3.440 0.181
H 6.608 2.069 -0.352
H 6.439 -0.398 -0.362
H 4.286 -1.496 0.148
H 1.587 -2.825 2.396
H 1.494 -5.220 1.843
H 1.575 -5.945 -0.508
H 1.675 -5.454 -2.841
H 1.780 -3.835 -4.704
H 1.924 -1.393 -4.204
O 0.378 1.907 -1.254
C 1.120 2.381 -2.239
C 2.487 1.854 -2.575
C 3.382 2.745 -3.152
C 4.620 2.313 -3.569
C 5.014 0.996 -3.436
C 4.136 0.097 -2.864
C 2.877 0.519 -2.452
O 1.994 -0.330 -1.843
N 5.545 3.285 -4.187
O 6.561 2.853 -4.696
O 5.239 4.460 -4.145
H 1.036 3.453 -2.378
H 3.103 3.782 -3.289
H 5.997 0.691 -3.767
H 4.420 -0.938 -2.740
I -1.624 -1.077 -1.851
C -3.204 1.101 5.912
C -3.568 1.956 4.882
C -3.240 1.645 3.566
C -2.540 0.480 3.278
C -2.177 -0.374 4.315
C -2.508 -0.067 5.627
As -2.187 -0.043 1.422
C -3.113 -1.743 1.450
C -2.635 -2.952 1.923
C -3.479 -4.056 1.938
C -4.784 -3.933 1.475
C -5.250 -2.721 0.984
C -4.413 -1.611 0.965
C -4.772 -0.259 0.466
C -5.957 0.084 -0.173
C -6.147 1.382 -0.625
C -5.155 2.343 -0.462
C -3.951 1.998 0.142
C -3.779 0.708 0.615
H -3.467 1.339 6.936
H -4.119 2.863 5.098
H -3.542 2.311 2.770
H -1.644 -1.291 4.099
H -2.226 -0.743 6.427
H -1.607 -3.044 2.254
H -3.119 -5.010 2.304
H -5.443 -4.792 1.491
H -6.266 -2.644 0.617
H -6.732 -0.658 -0.329
H -7.072 1.647 -1.124
H -5.317 3.355 -0.807
H -3.155 2.728 0.234
F -5.560 2.995 -3.778
C -4.252 2.752 -3.862
C -3.796 1.644 -4.546
F -4.672 0.823 -5.127
C -2.440 1.402 -4.624
F -2.047 0.331 -5.316
C -1.502 2.234 -4.022
Se 0.350 1.834 -4.159
C -1.997 3.336 -3.347
F -1.164 4.198 -2.749
C -3.350 3.602 -3.263
F -3.793 4.676 -2.602
*
```

Record 2
This record from OMol25 describes 2 unconnected molecules or ions with the total composition C25H25O. The level of theory is ωB97M-V/def2-TZVPD.

As for the LUMO energy: -5.9 eV. For the HOMO energy, the calculation gives -11.011 eV. The calculation puts the electronic energy at -1042.5908 a.u.

```
! RIJCOSX wB97M-V def2-TZVPD def2/J DEFGRID3
* xyz 1 1
C 4.339 -4.306 2.026
C 3.447 -3.547 1.050
C 2.917 -4.429 -0.077
C 2.018 -3.684 -1.047
O 0.844 -3.222 -0.358
C 0.022 -2.465 -1.123
C -1.214 -2.165 -0.665
H 4.681 -3.642 2.822
H 3.790 -5.132 2.488
H 5.221 -4.715 1.522
H 2.579 -3.130 1.575
H 3.995 -2.705 0.607
H 3.765 -4.830 -0.645
H 2.390 -5.294 0.344
H 2.559 -2.822 -1.465
H 1.714 -4.354 -1.863
H 0.424 -2.150 -2.100
H -1.838 -1.577 -1.321
H -1.583 -2.530 0.287
C -1.400 1.537 -0.131
C -2.702 1.418 0.490
C -3.869 1.078 -0.239
C -5.126 1.205 0.352
C -5.252 1.650 1.677
C -4.105 1.959 2.421
C -2.847 1.835 1.844
C -0.150 1.578 0.616
C 0.801 2.336 -0.146
C 2.021 2.716 0.400
C 2.346 2.254 1.681
C 1.466 1.408 2.386
C 0.213 1.063 1.862
C 0.200 2.639 -1.436
C -1.128 2.072 -1.459
C -1.903 2.201 -2.614
C -1.377 2.919 -3.696
C -0.110 3.532 -3.632
C 0.689 3.396 -2.490
H -3.772 0.711 -1.263
H -6.019 0.963 -0.226
H -6.239 1.758 2.131
H -4.187 2.304 3.452
H -1.959 2.128 2.408
H 2.681 3.359 -0.184
H 3.297 2.543 2.129
H 1.755 1.027 3.365
H -0.472 0.395 2.388
H -2.882 1.730 -2.664
H -1.970 3.014 -4.605
H 0.259 4.114 -4.476
H 1.674 3.855 -2.398
*
```

Record 3
This record from OMol25 describes a single C4H9NO2S molecule. The level of theory is ωB97M-V/def2-TZVPD.

As for the LUMO energy: 0.5 eV. For the HOMO energy, the calculation gives -9.732 eV. The calculation puts the electronic energy at -761.1435 a.u.

```
! RIJCOSX wB97M-V def2-TZVPD def2/J DEFGRID3
* xyz 0 1
C 0.997 -0.867 -0.307
C -0.014 -0.109 0.539
C 0.615 0.260 1.907
O 0.877 -0.814 2.742
S -0.450 1.513 -0.405
C -1.708 0.864 -1.389
N -1.564 0.386 -2.564
O -0.358 0.473 -3.153
H 0.505 -1.265 -1.232
H 1.245 -1.847 0.161
H 1.869 -0.270 -0.468
H -1.013 -0.550 0.711
H -0.059 0.952 2.459
H 1.558 0.744 1.728
H -0.004 -1.264 2.837
H -2.724 0.855 -1.021
H 0.228 0.938 -2.542
*
```

Record 4
This record from OMol25 describes a single C3H7NO molecule. The level of theory is ωB97M-V/def2-TZVPD.

As for the LUMO energy: 0.6 eV. For the HOMO energy, the calculation gives -7.643 eV. The calculation puts the electronic energy at -248.3949 a.u.

```
! RIJCOSX wB97M-V def2-TZVPD def2/J DEFGRID3
* xyz 0 1
C 1.580 0.512 0.026
C 0.455 -0.356 0.572
C -0.756 -0.468 -0.132
N -1.508 0.631 0.053
O -1.263 -1.617 -0.621
H 2.167 0.922 0.850
H 1.200 1.360 -0.549
H 2.265 -0.057 -0.611
H 0.814 -1.277 1.025
H -2.134 0.932 -0.697
H -0.593 0.978 0.764
H -2.226 -1.561 -0.680
*
```

Record 5
This record from OMol25 describes a molecular structure, C20H29N6O2PtSi. The level of theory is ωB97M-V/def2-TZVPD.

As for the LUMO energy: -9.6 eV. For the HOMO energy, the calculation gives -17.628 eV. The calculation puts the electronic energy at -1666.2540 a.u.

```
! RIJCOSX wB97M-V def2-TZVPD def2/J DEFGRID3
* xyz 3 1
Pt 1.737 1.682 1.341
N 1.604 3.075 3.009
N 1.235 4.325 2.470
C 0.729 4.413 1.219
N 0.330 5.589 0.793
N 0.672 3.236 0.550
N -0.150 3.124 -0.576
O -0.456 1.990 -0.875
O -0.509 4.121 -1.156
H 0.971 2.827 3.770
H 2.543 3.158 3.394
H 1.309 5.141 3.060
H 0.370 6.405 1.387
H -0.037 5.682 -0.144
C 2.137 0.704 -0.429
Si 1.923 -0.989 0.148
C -1.900 -1.745 -1.605
N -2.613 -0.722 -1.828
C -3.431 -0.067 -0.764
C -4.671 0.581 -1.377
C -5.218 -0.302 -2.494
C -4.214 -0.376 -3.657
C -2.777 -0.136 -3.178
C 2.024 -0.744 1.979
C 3.075 0.153 2.343
C 3.333 0.404 3.715
C 2.552 -0.176 4.682
C 1.510 -1.047 4.317
C 1.247 -1.330 2.995
C 1.967 -2.604 -0.603
C 1.878 -2.745 -2.006
C 2.061 -3.983 -2.584
C 2.342 -5.086 -1.778
C 2.438 -4.963 -0.394
C 2.238 -3.733 0.199
H 1.568 1.016 -1.300
H 3.201 0.851 -0.667
H -1.862 -2.177 -0.611
H -1.342 -2.198 -2.415
H -2.781 0.663 -0.280
H -3.702 -0.847 -0.055
H -4.431 1.575 -1.759
H -5.403 0.720 -0.582
H -6.173 0.078 -2.848
H -5.413 -1.303 -2.100
H -4.431 0.384 -4.407
H -4.276 -1.342 -4.157
H -2.556 0.926 -3.063
H -2.033 -0.579 -3.837
H 3.879 0.389 1.647
H 4.181 1.021 3.988
H 2.759 -0.001 5.730
H 0.920 -1.520 5.092
H 0.451 -2.021 2.745
H 1.705 -1.877 -2.633
H 2.008 -4.099 -3.658
H 2.497 -6.054 -2.237
H 2.669 -5.829 0.211
H 2.311 -3.639 1.277
*
```

Record 6
This record from OMol25 describes a single C3H2N2 molecule. The level of theory is ωB97M-V/def2-TZVPD.

As for the LUMO energy (spin up / spin down): -1.9 / -2.5 eV. For the HOMO energy (spin up / spin down), the calculation gives -9.781 / -9.474 eV. The calculation puts the electronic energy at -224.6840 a.u.

```
! RIJCOSX wB97M-V def2-TZVPD def2/J DEFGRID3
* xyz 0 1
C 0.049 -1.211 -0.036
C -1.551 -0.605 0.007
N -1.551 0.685 -0.010
N -0.297 1.076 0.028
C 0.727 0.044 0.003
H 1.325 -0.160 0.923
H 1.298 0.172 -0.915
*
```

Record 7
This record from OMol25 describes 2 unconnected molecules or ions with the total composition C3H7NO2. The level of theory is ωB97M-V/def2-TZVPD.

As for the LUMO energy: 0.1 eV. For the HOMO energy, the calculation gives -9.142 eV. The calculation puts the electronic energy at -323.5659 a.u.

```
! RIJCOSX wB97M-V def2-TZVPD def2/J DEFGRID3
* xyz 0 1
N 1.986 1.153 -0.255
O 1.219 0.496 0.751
C -0.158 0.692 0.596
O -0.698 1.751 0.317
H 1.501 2.025 -0.472
H 1.942 0.562 -1.085
H -0.547 0.061 1.516
C -0.639 -0.760 -0.787
C -1.035 -1.329 0.410
H 0.248 -1.136 -1.277
H -1.369 -0.274 -1.418
H -0.410 -2.051 0.918
H -2.042 -1.191 0.786
*
```

Record 8
This record from OMol25 describes a molecular structure, C7H5AuCl3N. The level of theory is ωB97M-V/def2-TZVPD.

As for the LUMO energy: 5.6 eV. For the HOMO energy, the calculation gives 0.934 eV. The calculation puts the electronic energy at -1840.7127 a.u.

```
! RIJCOSX wB97M-V def2-TZVPD def2/J DEFGRID3
* xyz -2 1
Au 0.556 -1.383 -2.033
Cl 1.003 -1.855 2.822
C 0.275 -0.393 2.172
C -0.200 0.501 3.084
C -0.798 1.691 2.663
C -0.869 1.917 1.288
C -0.375 1.010 0.397
Cl -0.533 1.458 -1.297
C 0.197 -0.319 0.707
N 0.558 -1.256 -0.053
H -0.112 0.286 4.147
H -1.200 2.412 3.366
H -1.324 2.831 0.910
Cl -0.661 -1.840 -5.189
C 0.794 -1.657 -4.087
H 1.332 -0.832 -4.577
H 1.358 -2.573 -4.318
*
```